Record 1
Molecular formula: C6H9NO3S
Method: DFT, ωB97M-V/def2-TZVPD

The gap between HOMO and LUMO is 8.86 eV.

Each line ends with the Löwdin charge.
Geometry (Å):
C (1.523, -1.427, -2.111)  -0.119
C (0.415, -1.656, -1.697)  -0.086
C (-2.086, 0.004, 2.435)  -0.338
C (2.756, -1.076, -2.836)  -0.121
C (-0.825, -2.038, -0.966)  -0.136
C (-2.720, 2.079, 3.675)  -0.090
N (-2.053, 1.040, 2.973)  0.096
O (-1.934, -1.081, 2.031)  0.028
O (-4.666, -1.713, 1.535)  -0.405
O (-3.718, -0.580, -0.391)  -0.401
S (-3.703, -1.711, 0.481)  0.860
H (2.704, -1.157, -3.974)  0.100
H (3.604, -1.785, -2.447)  0.106
H (3.005, -0.156, -2.432)  0.030
H (-1.593, -1.431, -1.366)  0.018
H (-0.719, -1.965, 0.143)  0.068
H (-1.176, -3.064, -1.294)  0.097
H (-3.255, 2.826, 2.917)  0.131
H (-3.508, 1.625, 4.233)  0.065
H (-2.043, 2.607, 4.407)  0.096

***

Record 2
Molecular formula: C26H36CsFN8O4S2
Method: DFT, ωB97M-V/def2-TZVPD

As for the net charge: -2. The gap between HOMO and LUMO is 6.83 eV.

Each line ends with the Löwdin charge.
Geometry (Å):
Cs (2.293, 0.547, 1.012)  1.129
C (3.513, 5.299, 3.272)  -0.071
C (3.326, 4.156, 2.273)  -0.404
C (4.421, 4.202, 1.214)  -0.079
C (1.926, 4.166, 1.691)  -0.238
C (1.592, 4.843, 0.524)  -0.035
C (0.294, 4.803, 0.017)  -0.050
C (-0.710, 4.084, 0.653)  -0.278
C (-2.096, 3.974, 0.080)  -0.052
C (-0.373, 3.418, 1.833)  -0.048
C (0.915, 3.455, 2.344)  -0.088
H (4.498, 5.242, 3.744)  0.070
H (2.762, 5.255, 4.064)  0.074
H (3.427, 6.277, 2.781)  0.073
H (3.409, 3.197, 2.809)  0.076
H (4.462, 5.172, 0.701)  0.066
H (4.291, 3.436, 0.446)  0.078
H (5.398, 4.040, 1.676)  0.076
H (2.356, 5.385, -0.021)  0.101
H (0.067, 5.318, -0.912)  0.101
H (-2.196, 4.595, -0.813)  0.069
H (-2.854, 4.296, 0.797)  0.075
H (-2.327, 2.944, -0.208)  0.060
H (-1.130, 2.826, 2.339)  0.115
H (1.183, 2.870, 3.219)  0.105
N (-0.106, -0.968, -0.824)  0.014
C (0.221, -1.554, -2.135)  -0.282
C (1.300, -0.735, -2.829)  -0.122
C (2.608, -0.757, -2.028)  -0.752
O (3.102, -1.897, -1.789)  -0.098
O (3.074, 0.337, -1.635)  -0.254
H (-0.673, -1.641, -0.315)  0.034
H (-0.721, -0.169, -0.976)  0.040
H (-0.662, -1.652, -2.781)  0.103
H (0.612, -2.561, -1.974)  0.085
H (0.968, 0.299, -2.946)  0.105
H (1.493, -1.151, -3.823)  0.108
N (-2.044, -1.636, 2.800)  0.038
H (-1.537, -1.597, 1.919)  -0.015
H (-1.750, -0.811, 3.313)  0.003
H (-3.024, -1.499, 2.561)  -0.019
N (4.169, -2.428, 0.723)  0.118
C (3.070, -2.833, 1.426)  -0.441
C (1.908, -3.261, 0.731)  -0.096
N (0.822, -3.646, 1.367)  0.075
C (0.850, -3.610, 2.712)  -0.166
C (1.986, -3.218, 3.379)  -0.146
N (3.107, -2.840, 2.754)  0.116
H (3.974, -2.144, -0.252)  0.047
H (4.815, -1.863, 1.247)  0.090
H (1.907, -3.242, -0.353)  0.089
H (-0.059, -3.869, 3.239)  0.084
H (2.000, -3.195, 4.463)  0.096
F (3.256, 1.393, 3.285)  -0.870
N (-0.956, -5.316, -3.064)  0.084
C (-1.910, -4.557, -2.366)  -0.340
C (-3.012, -4.011, -3.012)  -0.047
C (-3.917, -3.213, -2.324)  -0.075
C (-3.744, -2.964, -0.972)  -0.281
C (-2.674, -3.568, -0.311)  -0.066
C (-1.768, -4.358, -0.987)  -0.042
S (-4.705, -1.714, -0.160)  0.524
O (-5.946, -1.625, -0.924)  -0.399
O (-4.809, -2.095, 1.229)  -0.347
N (-3.814, -0.417, -0.256)  -0.141
C (-3.660, 0.226, -1.436)  -0.688
S (-4.868, 0.275, -2.762)  0.981
C (-3.826, 1.319, -3.646)  -0.470
C (-2.705, 1.573, -2.939)  -0.286
N (-2.609, 0.961, -1.712)  0.002
H (-0.850, -5.029, -4.026)  0.077
H (-0.054, -5.308, -2.609)  0.079
H (-3.142, -4.180, -4.077)  0.103
H (-4.753, -2.758, -2.842)  0.089
H (-2.530, -3.400, 0.758)  0.102
H (-0.914, -4.747, -0.448)  0.095
H (-4.067, 1.668, -4.639)  0.039
H (-1.881, 2.190, -3.270)  0.095

***

Record 3
Molecular formula: C3H7NO2
Method: DFT, ωB97M-V/def2-TZVPD

The gap between HOMO and LUMO is 10.97 eV.

Each line ends with the Löwdin charge.
Geometry (Å):
N (0.781, 1.897, -0.764)  0.169
C (0.739, 0.552, -0.593)  -0.540
O (0.908, -0.201, -1.544)  0.028
C (0.385, -0.013, 0.769)  -0.085
C (-0.542, -1.231, 0.493)  -0.258
O (-1.472, -1.048, -0.550)  -0.071
H (0.604, 2.567, -0.036)  0.102
H (0.752, 2.211, -1.723)  0.113
H (-0.025, 0.757, 1.437)  0.111
H (1.289, -0.393, 1.261)  0.123
H (0.112, -2.082, 0.263)  0.118
H (-1.127, -1.477, 1.381)  0.117
H (-0.957, -1.064, -1.372)  0.075

***

Record 4
Molecular formula: CClNS
Method: DFT, ωB97M-V/def2-TZVPD

The gap between HOMO and LUMO (spin up / spin down) is 4.47 / 4.46 eV.

Each line ends with the Löwdin charge.
Geometry (Å):
C (2.330, -0.102, -0.152)  -0.291
N (1.203, -0.108, -0.241)  -0.214
S (-2.435, -0.421, -0.262)  0.257
Cl (-1.098, 0.632, 0.655)  0.247

***

Record 5
Molecular formula: C5H14N4O
Method: DFT, ωB97M-V/def2-TZVPD

As for the net charge: +2. The gap between HOMO and LUMO is 11.49 eV.

Each line ends with the Löwdin charge.
Geometry (Å):
C (1.511, 1.413, -2.307)  -0.338
C (-1.999, -1.243, 0.924)  -0.058
C (2.342, 2.585, -2.475)  0.045
C (-1.571, -2.638, 2.807)  0.069
C (-0.797, -0.215, 2.711)  0.012
N (0.587, 1.083, -3.193)  0.214
N (-1.486, -1.300, 2.107)  -0.097
N (-2.450, -1.157, -0.191)  0.309
N (1.470, 0.757, -1.162)  -0.003
O (0.673, -0.213, -0.798)  0.047
H (3.114, 2.529, -3.235)  0.126
H (1.626, 3.344, -2.821)  0.129
H (2.716, 3.037, -1.605)  0.091
H (-1.568, -2.451, 3.876)  0.119
H (-2.374, -3.312, 2.564)  0.118
H (-0.707, -3.147, 2.698)  0.066
H (-0.652, 0.564, 2.034)  0.088
H (-1.256, 0.220, 3.575)  0.120
H (0.114, -0.671, 3.037)  0.113
H (0.605, 1.506, -4.170)  0.192
H (0.295, 0.077, -3.068)  0.161
H (1.216, -0.956, -0.511)  0.151
H (-3.419, -0.947, -0.398)  0.142
H (2.010, 1.135, -0.398)  0.186

***

Record 6
Molecular formula: C2H6OS2
Method: DFT, ωB97M-V/def2-TZVPD

As for the net charge: +1. Its spin multiplicity is 2. The gap between HOMO and LUMO (spin up / spin down) is 6.76 / 6.00 eV.

Each line ends with the Löwdin charge.
Geometry (Å):
O (-1.657, -1.243, -0.231)  -0.015
C (-1.918, -0.648, 0.769)  -0.187
H (-2.306, -1.131, 1.674)  0.097
H (-1.772, 0.448, 0.901)  0.080
C (1.124, 0.437, -1.702)  -0.227
S (1.048, -0.189, 0.073)  0.600
S (1.385, -0.228, 2.170)  0.584
H (0.413, 1.252, -1.726)  0.050
H (0.939, -0.372, -2.408)  0.079
H (2.144, 0.776, -1.852)  0.059
H (0.601, 0.898, 2.331)  -0.121

***

Record 7
Molecular formula: C5H12AsIrN9O7P2S
Method: DFT, ωB97M-V/def2-TZVPD

As for the net charge: -1. The gap between HOMO and LUMO is 7.54 eV.

Each line ends with the Löwdin charge.
Geometry (Å):
Ir (0.617, -0.882, -0.330)  1.098
O (-1.304, -0.660, -3.947)  -0.079
P (-1.030, -0.945, -2.413)  0.166
O (0.011, -2.032, -2.202)  -0.367
O (-0.598, 0.327, -1.713)  -0.410
O (-2.433, -1.462, -1.869)  -0.256
P (-2.419, -2.114, -0.316)  0.213
O (-1.918, -3.593, -0.603)  -0.111
O (-3.774, -2.074, 0.231)  -0.262
O (-1.329, -1.303, 0.362)  -0.481
H (-1.143, -1.442, -4.486)  0.090
H (-1.013, -3.583, -0.951)  0.059
N (3.662, -1.044, 1.044)  0.139
C (2.690, -1.858, 1.585)  -0.511
N (2.819, -2.556, 2.692)  0.026
N (1.660, -3.251, 2.783)  -0.092
N (0.879, -2.983, 1.804)  -0.051
N (1.513, -2.100, 0.999)  -0.188
C (3.580, -0.430, -0.188)  -0.501
N (4.574, 0.186, -0.793)  0.022
N (4.046, 0.598, -1.968)  -0.104
N (2.815, 0.251, -2.071)  -0.060
N (2.483, -0.420, -0.947)  -0.189
H (4.524, -0.948, 1.550)  0.137
C (-0.598, 3.312, -0.536)  -0.237
As (-0.964, 1.986, 0.810)  0.804
C (-2.738, 1.317, 0.519)  -0.223
C (-1.131, 3.023, 2.428)  -0.272
S (0.747, 0.773, 1.256)  0.315
H (-1.430, 4.016, -0.578)  0.038
H (-0.465, 2.806, -1.487)  0.027
H (0.319, 3.826, -0.254)  0.041
H (-3.400, 2.169, 0.685)  0.043
H (-2.957, 0.508, 1.210)  0.042
H (-2.824, 0.952, -0.498)  0.028
H (-1.908, 3.777, 2.304)  0.035
H (-0.178, 3.501, 2.642)  0.033
H (-1.388, 2.353, 3.246)  0.040

***

Record 8
Molecular formula: C4H5N3O
Method: DFT, ωB97M-V/def2-TZVPD

The gap between HOMO and LUMO is 9.38 eV.

Each line ends with the Löwdin charge.
Geometry (Å):
C (-1.824, 0.054, -1.403)  0.015
C (-2.067, -0.056, -0.074)  -0.175
C (0.297, -0.189, 0.477)  -0.272
C (1.384, -0.164, 1.379)  -0.018
H (-2.708, 0.133, -2.003)  0.043
H (-0.875, 0.113, -1.893)  0.025
H (-2.986, 0.433, 0.371)  0.131
H (1.460, -0.531, 2.347)  0.099
H (3.371, -0.133, 0.812)  0.200
N (2.379, 0.189, 0.564)  -0.022
N (1.952, 0.283, -0.683)  -0.027
N (0.678, 0.156, -0.776)  0.049
O (-1.061, -0.287, 0.883)  -0.049

***

Record 9
Molecular formula: C4H8O3
Method: DFT, ωB97M-V/def2-TZVPD

The gap between HOMO and LUMO is 10.53 eV.

Each line ends with the Löwdin charge.
Geometry (Å):
O (0.991, -0.543, 0.104)  -0.012
C (1.715, 0.706, -0.013)  -0.121
C (0.469, 1.420, -0.543)  -0.021
C (-0.082, 0.027, -0.615)  -0.505
O (-0.914, -0.501, -1.291)  0.134
C (-1.535, -0.573, 1.394)  -0.177
O (-2.160, -1.620, 0.704)  -0.094
H (-0.500, -0.382, 1.096)  0.043
H (2.480, 0.537, -0.766)  0.122
H (2.150, 1.088, 0.913)  0.124
H (0.510, 1.815, -1.554)  0.125
H (0.002, 2.136, 0.139)  0.131
H (-1.329, -0.907, 2.403)  0.093
H (-2.127, 0.357, 1.404)  0.101
H (-2.106, -1.439, -0.248)  0.056

***

Record 10
Molecular formula: C4H9N
Method: DFT, ωB97M-V/def2-TZVPD

The gap between HOMO and LUMO is 8.84 eV.

Each line ends with the Löwdin charge.
Geometry (Å):
C (1.032, -2.010, 1.322)  -0.038
C (0.112, -1.087, 1.037)  -0.273
N (-0.182, -0.530, -0.175)  -0.067
C (-0.892, 0.739, -0.333)  -0.233
C (-0.075, 1.712, -1.234)  -0.091
H (1.007, -2.446, 2.316)  0.031
H (1.781, -2.493, 0.711)  0.035
H (-0.530, -0.702, 1.824)  0.107
H (0.215, -0.935, -1.009)  0.131
H (-1.821, 0.568, -0.860)  0.099
H (-0.959, 1.172, 0.657)  0.104
H (1.005, 1.603, -1.172)  0.069
H (-0.449, 1.691, -2.250)  0.060
H (-0.243, 2.719, -0.834)  0.064

***

Record 11
Molecular formula: C3H10O3
Method: DFT, ωB97M-V/def2-TZVPD

The gap between HOMO and LUMO is 10.62 eV.

Each line ends with the Löwdin charge.
Geometry (Å):
C (-0.059, 0.186, 2.043)  -0.267
O (0.005, -1.189, 1.717)  -0.062
C (0.698, 0.995, 1.018)  -0.151
C (0.255, 2.093, 0.433)  -0.017
H (-1.079, 0.552, 2.072)  0.112
H (0.399, 0.271, 3.031)  0.120
H (-0.366, -1.333, 0.836)  0.067
H (1.525, 0.466, 0.568)  0.109
H (0.591, 2.452, -0.528)  0.044
H (-0.636, 2.583, 0.816)  0.065
H (0.316, 0.990, -3.301)  0.060
H (0.007, 1.082, -1.822)  0.009
O (-0.037, 0.472, -2.569)  -0.042
H (-0.947, -2.733, -2.253)  0.037
H (-0.528, -1.238, -1.978)  -0.018
O (-0.605, -2.121, -1.592)  -0.066

***

Record 12
Molecular formula: C4H8O3
Method: DFT, ωB97M-V/def2-TZVPD

The gap between HOMO and LUMO is 10.69 eV.

Each line ends with the Löwdin charge.
Geometry (Å):
C (-2.399, 0.343, 0.246)  -0.054
C (-1.624, 0.108, -1.020)  -0.333
O (-0.727, 0.815, -1.417)  0.030
C (1.294, -0.976, -0.029)  -0.221
O (2.107, -1.789, -0.400)  0.061
C (1.724, 0.422, 0.372)  -0.238
O (2.953, 0.369, 1.047)  -0.051
H (-1.910, 1.098, 0.866)  0.082
H (-3.409, 0.685, -0.013)  0.086
H (-2.511, -0.598, 0.798)  0.082
H (-1.923, -0.795, -1.595)  0.124
H (0.224, -1.243, 0.039)  0.105
H (1.778, 1.024, -0.550)  0.126
H (0.979, 0.895, 1.018)  0.117
H (3.445, -0.358, 0.637)  0.083

***

F_max for the records above, in order: 3.47 0.54 0.41 6.33 4.51 3.12 0.89 3.80 1.21 2.22 1.02 0.60 eV/A